Entry 1:
ORCA calculation (ωB97M-V with the def2-TZVPD basis set) on an isolated molecule of C5H9N in a non-equilibrium geometry.

XYZ file:
```
15
Properties=species:S:1:pos:R:3:forces:R:3:nbo_charge:R:1
C 2.448 -0.622 0.160 1.8 -3.5 -2.4 -0.709
C 1.055 -0.350 -0.064 -6.3 -2.7 -4.9 0.299
N -0.014 -0.987 -1.061 5.1 3.7 5.1 -0.399
C -0.986 -0.012 -0.435 -1.9 -1.4 0.9 -0.064
C -2.290 -0.805 0.276 1.7 0.0 0.0 -0.645
C 0.035 0.515 0.571 -0.2 0.7 0.2 -0.513
H 2.985 -0.818 -0.901 -1.2 0.3 2.4 0.253
H 2.574 -1.602 0.765 -0.2 1.4 -1.0 0.256
H 3.004 0.115 0.662 0.4 1.2 0.7 0.234
H -1.400 0.747 -1.173 0.5 -0.9 0.8 0.194
H -2.455 -1.720 -0.397 -0.5 1.6 0.9 0.231
H -3.116 -0.042 0.431 0.7 -1.3 -0.6 0.214
H -2.066 -1.255 1.341 0.0 1.0 -2.0 0.201
H -0.162 0.208 1.609 -0.1 0.2 -0.2 0.227
H 0.197 1.605 0.554 0.2 -0.3 0.0 0.221
```
Positions in Å, forces in eV/Å.

Calculated values
Orbital gap: 9.37 eV
E_HOMO: -0.324 Eh
Molecular weight: 83.13 g/mol
Multiplicity: 1
LUMO level: 0.549 eV
Charge: 0
SMILES: CC1=N[C@@H](C)C1

=====

Entry 2:
ORCA calculation (ωB97M-V with the def2-TZVPD basis set) on a structure of composition C44H42AuN3P2S.

XYZ file:
```
93
Properties=species:S:1:pos:R:3:forces:R:3:mulliken_spin:R:1
Au 0.083 1.168 -0.643 0.2 0.1 0.2 0.490
N 2.441 -0.021 0.986 0.1 0.2 0.0 0.029
P 2.753 1.000 -0.360 -0.3 -0.2 -0.2 0.159
C 4.287 1.845 0.070 0.0 0.2 0.0 0.098
C 5.277 1.198 0.813 0.0 0.0 0.0 0.023
C 6.481 1.836 1.056 0.0 0.0 0.0 0.004
C 6.705 3.113 0.562 0.0 0.0 0.0 0.006
C 5.729 3.757 -0.183 0.0 0.0 0.0 0.006
C 4.518 3.126 -0.429 0.1 0.0 0.0 0.030
C 3.115 0.004 -1.808 0.2 -0.1 0.1 0.032
C 3.837 -1.184 -1.726 0.0 0.0 0.0 0.006
C 4.181 -1.855 -2.888 0.0 0.0 0.0 0.002
C 3.798 -1.348 -4.124 0.0 0.0 0.0 0.001
C 3.074 -0.167 -4.205 0.0 0.0 0.0 0.012
C 2.733 0.513 -3.046 0.0 0.0 0.0 0.033
P 0.880 0.261 1.532 -0.1 -0.1 0.0 0.276
C 0.960 1.294 2.973 -0.1 0.1 0.0 0.033
C 1.772 2.433 2.931 0.0 0.0 0.0 0.025
C 1.852 3.256 4.038 0.0 0.0 0.0 -0.018
C 1.111 2.958 5.178 0.0 0.0 0.0 0.038
C 0.290 1.840 5.213 0.0 0.0 0.0 -0.015
C 0.203 1.007 4.111 0.0 0.0 0.0 0.041
C 0.032 -1.267 1.875 0.1 0.0 0.1 0.045
C 0.740 -2.432 2.169 0.0 0.0 0.0 0.039
C 0.043 -3.595 2.460 0.0 0.0 0.0 -0.005
C -1.347 -3.592 2.454 0.0 0.0 0.0 0.018
C -2.048 -2.431 2.153 0.0 0.0 0.0 -0.006
C -1.361 -1.266 1.856 -0.1 0.0 0.0 0.042
H 3.162 -0.123 1.691 0.1 -0.1 0.0 0.013
H 5.139 0.189 1.185 0.0 0.0 0.0 0.003
H 7.250 1.333 1.627 0.0 0.0 0.0 0.001
H 7.649 3.605 0.753 0.0 0.0 0.0 0.000
H 5.908 4.749 -0.574 0.0 0.0 0.0 0.000
H 3.766 3.630 -1.022 0.1 0.0 -0.1 0.000
H 4.140 -1.580 -0.763 0.0 0.0 0.0 0.005
H 4.761 -2.767 -2.834 0.0 0.0 0.0 0.000
H 4.076 -1.872 -5.029 0.0 0.0 0.0 0.000
H 2.784 0.228 -5.169 0.0 0.0 0.0 0.000
H 2.172 1.439 -3.111 0.0 0.0 0.0 0.001
H 2.341 2.680 2.041 0.0 0.0 0.0 0.026
H 2.486 4.131 4.015 0.0 0.0 0.0 0.000
H 1.175 3.605 6.043 0.0 0.0 0.0 0.001
H -0.281 1.614 6.104 0.0 0.0 0.0 0.000
H -0.431 0.131 4.145 0.0 0.0 0.0 0.006
H 1.822 -2.436 2.171 0.0 0.0 0.0 0.000
H 0.583 -4.501 2.702 0.0 0.0 0.0 0.001
H -1.886 -4.500 2.687 0.0 0.0 0.0 0.000
H -3.130 -2.433 2.147 0.0 0.0 0.0 0.000
H -1.912 -0.364 1.606 0.0 0.0 0.0 0.001
C -5.701 -3.014 -2.478 0.0 0.0 0.0 0.000
C -4.854 -2.803 -1.215 0.0 0.0 0.0 0.001
C -3.508 -3.494 -1.419 0.0 0.0 0.0 -0.001
C -5.559 -3.448 -0.015 0.0 0.0 0.0 0.000
C -4.688 -1.306 -0.964 0.0 0.0 0.0 0.002
C -5.848 -0.518 -0.798 0.0 -0.1 0.0 -0.002
C -5.796 0.840 -0.593 0.0 0.0 0.0 0.000
C -4.541 1.444 -0.545 0.0 0.0 0.0 0.001
S -4.141 3.115 -0.325 0.0 0.0 0.0 0.010
C -2.477 2.719 -0.439 0.1 0.0 0.0 0.079
N -2.216 1.451 -0.627 -0.2 0.1 0.1 0.102
C -3.377 0.689 -0.695 0.0 0.0 0.0 0.000
C -3.451 -0.690 -0.904 -0.1 0.0 0.0 -0.016
C -1.393 3.694 -0.322 0.0 0.0 0.0 -0.166
C -1.636 5.058 -0.196 0.0 0.0 0.0 0.002
C -0.578 5.946 -0.096 0.0 0.0 0.0 0.002
C 0.723 5.470 -0.115 0.0 0.0 0.0 0.008
C 0.969 4.105 -0.239 0.0 0.0 0.1 -0.016
C -0.077 3.213 -0.359 -0.1 0.1 0.0 0.375
H -5.761 -4.078 -2.714 0.0 0.0 0.0 0.000
H -5.268 -2.496 -3.335 0.0 0.0 0.0 0.000
H -6.720 -2.651 -2.345 0.0 0.0 0.0 0.000
H -3.667 -4.554 -1.620 0.0 0.0 0.0 0.000
H -2.879 -3.413 -0.527 0.0 0.0 0.0 0.001
H -2.973 -3.070 -2.273 0.0 0.0 0.0 0.000
H -5.677 -4.520 -0.180 0.0 0.0 0.0 0.000
H -6.552 -3.028 0.143 0.0 0.0 0.0 0.000
H -4.988 -3.307 0.906 0.0 0.0 0.0 0.000
H -6.818 -0.992 -0.842 0.0 0.0 0.0 0.000
H -6.703 1.418 -0.478 0.0 0.0 0.0 0.001
H -2.535 -1.248 -1.025 0.0 0.0 0.0 0.013
H -2.652 5.435 -0.180 0.0 0.0 0.0 0.004
H -0.770 7.006 0.001 0.0 0.0 0.0 0.000
H 1.552 6.161 -0.035 0.0 0.0 0.0 0.004
H 1.991 3.753 -0.235 -0.1 0.0 0.0 0.044
C 1.222 -4.211 -1.665 0.0 -0.1 0.0 0.000
C -0.010 -3.420 -2.102 -0.1 0.0 0.0 0.002
C 0.049 -2.023 -1.689 0.1 0.1 0.0 -0.006
N 0.097 -0.926 -1.364 0.0 -0.1 -0.1 0.053
H 1.085 -5.256 -1.939 0.0 0.0 0.0 0.000
H 1.358 -4.155 -0.586 0.0 0.0 0.0 0.000
H 2.117 -3.840 -2.154 0.1 0.0 0.0 0.000
H -0.921 -3.833 -1.665 0.0 0.0 0.0 0.000
H -0.141 -3.429 -3.186 0.0 0.0 0.0 0.000
```
Positions in Å, forces in eV/Å.

Calculated values
Orbital gap (spin up / spin down): 7.85 / 5.18 eV
E_HOMO (spin up / spin down): -0.469 / -0.480 Eh
Molecular weight: 903.82 g/mol
Multiplicity: 3
LUMO level (spin up / spin down): -4.903 / -7.875 eV
Charge: +2
Expectation value of S²: 2.015

=====

Entry 3:
ORCA calculation (ωB97M-V with the def2-TZVPD basis set) on a cluster of 15 separate species, C78H72Cl6N12O24 in total in a non-equilibrium geometry.

XYZ file:
```
192
Properties=species:S:1:pos:R:3:forces:R:3:mulliken_spin:R:1
Cl 4.224 -0.822 -1.754 0.2 -0.2 0.6 0.002
C 5.886 -1.492 -1.757 -0.3 0.3 -1.4 0.001
C 6.416 -1.265 -3.207 1.0 -0.5 0.6 0.000
Cl 5.683 -2.465 -4.338 0.3 0.5 0.4 0.000
H 5.848 -2.549 -1.494 -0.2 0.0 -0.4 0.000
H 6.482 -1.068 -0.949 0.0 0.6 -0.4 0.000
H 7.501 -1.358 -3.239 0.1 -0.8 0.1 0.000
H 6.347 -0.271 -3.649 -1.1 0.0 0.4 0.000
Cl -2.410 6.211 -2.686 -0.2 0.8 0.7 0.000
C -2.890 4.727 -3.490 1.5 -0.9 -0.7 0.000
C -1.570 3.959 -3.839 -0.6 0.7 -0.5 0.001
Cl -0.742 3.572 -2.349 0.3 -0.7 0.8 0.001
H -3.485 5.074 -4.335 0.1 -0.6 -0.1 0.000
H -3.432 4.051 -2.829 -0.3 0.4 0.0 0.000
H -0.806 4.535 -4.360 -0.6 0.3 -0.4 0.000
H -1.764 3.049 -4.408 -0.1 0.0 0.2 0.000
Cl 5.989 0.571 2.843 0.4 -0.1 -0.7 0.000
C 7.281 -0.451 2.114 0.8 0.1 1.2 0.000
C 7.115 -1.866 2.600 0.0 -0.2 -0.1 0.000
Cl 5.773 -2.637 1.716 0.1 -0.3 0.0 0.000
H 8.222 -0.090 2.530 0.0 0.2 0.2 0.000
H 7.433 -0.381 1.037 -0.8 0.1 0.0 0.000
H 6.882 -1.940 3.662 -0.1 0.3 -0.1 0.000
H 8.051 -2.407 2.456 -0.2 -0.2 -0.4 0.000
C 1.825 -2.879 -3.844 0.1 0.1 1.2 0.002
C 2.547 -4.033 -3.979 0.4 -1.3 -1.4 0.001
C 2.377 -4.844 -5.128 -0.5 0.5 -0.6 0.000
C 1.413 -4.500 -6.126 -0.3 0.7 2.1 0.000
C 0.553 -3.407 -5.851 1.8 -0.6 -0.5 0.001
C 0.865 -2.592 -4.752 -2.2 0.2 -1.9 0.005
N 1.268 -5.284 -7.392 1.5 0.7 1.1 0.000
O 0.672 -4.766 -8.297 -1.0 0.3 -0.6 0.000
O 1.911 -6.304 -7.487 -0.1 -0.6 0.2 0.000
H 1.918 -2.293 -2.942 0.1 0.2 0.0 -0.006
H 3.280 -4.293 -3.230 0.1 -0.2 0.0 0.000
H 3.000 -5.713 -5.277 0.0 -0.1 0.0 0.000
H -0.241 -3.133 -6.530 0.0 0.0 0.0 0.000
H 0.198 -1.746 -4.682 0.2 0.3 0.5 -0.002
C -3.177 -0.577 1.529 0.8 0.5 -0.1 -0.014
C -4.297 -0.950 0.815 -0.3 0.1 1.1 0.026
C -5.273 -1.659 1.525 -0.4 -0.2 -1.3 0.001
C -5.055 -2.037 2.821 0.7 0.0 0.3 0.003
C -3.859 -1.779 3.452 -0.4 -0.4 1.4 -0.003
C -2.938 -1.012 2.829 0.8 0.4 -0.9 0.012
N -6.076 -2.765 3.544 -1.0 -0.3 -0.9 0.000
O -6.180 -2.620 4.742 0.2 -0.2 0.0 0.000
O -6.821 -3.449 2.845 0.1 0.1 0.7 0.000
H -2.465 0.117 1.109 0.2 -0.3 -0.4 -0.020
H -4.408 -0.584 -0.195 -0.3 -0.2 -0.1 -0.008
H -6.194 -1.984 1.064 -0.1 0.1 -0.1 0.000
H -3.664 -2.126 4.457 -0.2 -0.1 0.1 0.000
H -2.005 -0.767 3.317 0.1 0.1 0.1 0.000
C 2.114 2.297 1.287 -0.6 0.0 -0.4 0.186
C 0.831 2.474 0.706 0.5 1.2 0.6 -0.065
C 0.118 1.472 0.134 -0.1 -0.9 -0.7 0.067
C 0.676 0.208 0.043 0.8 -1.9 -0.4 -0.057
C 1.981 -0.022 0.635 -1.4 0.0 -0.9 0.166
C 2.658 1.026 1.247 -0.4 -0.7 -0.4 -0.076
N -0.005 -0.814 -0.741 2.4 3.4 2.9 0.381
O -1.186 -0.610 -1.083 -2.0 0.0 -1.0 0.143
O 0.644 -1.845 -0.956 0.7 -2.6 -0.8 0.160
H 2.749 3.056 1.719 -0.5 0.5 0.0 -0.006
H 0.292 3.407 0.634 0.5 0.7 0.4 -0.010
H -0.800 1.619 -0.416 -0.2 0.2 0.3 0.051
H 2.412 -1.001 0.490 0.0 0.0 0.2 0.029
H 3.630 0.847 1.683 0.1 -0.1 -0.1 -0.003
C 1.044 0.326 4.271 0.5 -1.5 -0.2 -0.003
C 0.691 -0.825 5.052 -0.1 2.5 -0.2 -0.003
C -0.348 -0.656 5.974 -0.7 0.3 -0.3 -0.001
C -1.126 0.535 5.990 2.3 -0.5 -0.7 0.000
C -0.747 1.578 5.107 -2.4 -0.1 1.3 0.013
C 0.337 1.495 4.297 0.0 -0.1 0.3 0.002
N -2.196 0.726 6.974 -1.8 -0.3 -0.8 0.000
O -2.603 -0.214 7.667 1.2 0.9 -0.6 0.000
O -2.765 1.810 6.918 0.5 -0.3 0.5 0.000
H 1.834 0.340 3.534 0.4 -0.7 0.1 0.005
H 1.281 -1.727 4.992 -0.2 0.0 0.0 -0.001
H -0.627 -1.475 6.621 0.0 0.0 0.2 0.000
H -1.392 2.426 4.932 -0.1 0.1 0.7 0.000
H 0.583 2.387 3.740 0.2 -0.4 -0.4 -0.009
C 5.076 3.975 4.121 0.5 -0.8 -0.8 -0.001
C 6.220 4.750 3.918 -0.3 0.8 1.1 0.000
C 6.472 5.807 4.799 -1.0 -0.4 -0.2 0.000
C 5.519 6.073 5.820 0.0 -0.3 -0.8 0.000
C 4.333 5.346 5.934 0.1 -0.9 -0.6 0.002
C 4.134 4.236 5.076 0.4 1.4 0.8 -0.003
N 5.841 7.107 6.819 1.5 -0.3 1.2 0.000
O 6.889 7.730 6.639 -1.1 -0.1 -0.1 0.000
O 5.209 7.147 7.872 -0.1 0.1 -1.2 0.000
H 4.899 3.080 3.542 0.2 0.1 -0.4 0.001
H 6.923 4.589 3.114 -0.1 -0.3 0.0 0.000
H 7.356 6.398 4.613 -0.1 0.2 0.5 0.000
H 3.551 5.544 6.652 0.3 0.4 0.3 0.000
H 3.261 3.603 5.135 -0.1 0.2 0.2 0.002
C -3.189 6.548 2.719 1.3 -1.4 0.3 0.000
C -2.916 5.887 3.928 0.2 -0.5 0.1 0.000
C -1.658 5.350 4.259 0.8 1.8 -1.9 0.001
C -0.637 5.539 3.291 -1.3 -0.9 1.2 -0.002
C -0.946 6.074 2.018 2.1 -0.7 0.1 0.000
C -2.177 6.527 1.712 -3.1 1.3 1.8 0.000
N 0.734 5.044 3.641 0.4 0.4 1.1 0.002
O 1.542 5.104 2.747 0.3 -0.1 -0.3 -0.001
O 1.029 4.674 4.802 -1.4 0.7 -2.0 0.001
H -4.146 7.009 2.523 -0.1 -0.1 0.0 0.000
H -3.621 5.651 4.712 -0.7 0.7 -0.2 0.000
H -1.467 5.061 5.282 0.2 -0.6 -0.2 0.000
H -0.223 6.195 1.224 0.5 -0.4 0.3 0.001
H -2.499 7.023 0.808 0.7 -0.2 -0.5 0.000
C -2.996 -6.276 0.616 0.9 0.3 0.2 0.000
C -2.345 -5.176 -0.022 -1.2 -1.1 1.1 -0.010
C -1.613 -4.275 0.737 0.5 0.1 -0.8 0.025
C -1.389 -4.512 2.079 -0.6 -0.2 -0.8 0.011
C -2.011 -5.593 2.682 0.9 -0.4 0.6 0.000
C -2.813 -6.503 1.983 0.8 1.4 -0.2 0.000
N -0.535 -3.585 2.870 -0.8 -0.3 -1.1 0.004
O -0.795 -3.617 4.056 0.9 0.7 0.4 0.000
O 0.266 -2.862 2.277 -0.8 -0.8 1.1 -0.002
H -3.531 -7.035 0.063 -0.2 0.2 -0.3 0.000
H -2.478 -5.037 -1.085 0.1 0.1 0.1 0.002
H -1.136 -3.440 0.244 0.1 0.3 -0.1 -0.005
H -1.669 -5.803 3.685 -0.5 0.0 0.3 0.000
H -3.186 -7.350 2.541 -0.2 -0.1 -0.3 0.000
C -5.081 0.915 -3.132 -1.3 0.2 1.2 0.004
C -3.737 0.919 -3.077 2.1 0.1 -0.4 -0.011
C -2.991 0.366 -4.116 0.0 -0.5 0.1 0.016
C -3.660 -0.314 -5.124 -0.9 -0.3 0.1 0.009
C -5.063 -0.334 -5.172 0.3 0.0 0.1 0.000
C -5.742 0.307 -4.167 -0.7 -0.2 -0.5 0.000
N -2.904 -1.076 -6.115 0.1 -0.3 -3.0 0.000
O -1.702 -0.879 -6.152 -0.4 -0.4 0.4 0.000
O -3.494 -1.759 -6.998 0.7 1.3 2.5 0.001
H -5.627 1.320 -2.292 -0.2 0.1 0.0 0.000
H -3.165 1.312 -2.249 -0.1 0.2 0.2 -0.012
H -1.914 0.407 -4.039 0.1 -0.3 -0.2 0.000
H -5.696 -0.803 -5.912 0.7 -0.3 -0.3 0.000
H -6.820 0.272 -4.200 -0.1 0.1 0.1 0.000
C -6.250 3.405 -0.397 -0.4 -1.6 1.8 0.001
C -6.503 2.464 0.633 0.1 1.6 -0.4 0.000
C -5.572 2.215 1.682 -0.4 -0.3 -2.5 0.002
C -4.260 2.707 1.489 -1.9 1.3 -0.9 -0.002
C -4.001 3.676 0.441 0.3 -2.6 2.2 0.002
C -5.015 3.960 -0.452 1.2 1.5 -0.6 -0.001
N -3.240 2.312 2.478 -0.7 0.5 -0.1 -0.002
O -3.624 2.016 3.587 -0.2 -0.1 0.2 0.001
O -2.095 2.301 2.116 0.9 0.3 -0.3 -0.004
H -7.025 3.735 -1.073 -0.1 -0.3 -0.1 0.000
H -7.523 2.118 0.553 0.0 -0.7 0.9 0.000
H -5.914 1.493 2.409 0.6 0.1 0.4 0.000
H -2.981 4.032 0.424 0.0 0.4 -0.4 0.000
H -4.888 4.715 -1.213 0.5 0.2 0.0 0.000
C 2.170 5.601 -0.762 0.2 0.1 -1.4 0.002
C 1.537 6.722 -1.407 0.7 -2.3 3.1 0.001
C 1.380 6.715 -2.732 0.5 0.0 -2.9 0.000
C 1.989 5.707 -3.529 -0.5 0.5 1.3 0.000
C 2.717 4.682 -2.901 -1.3 -0.4 -2.0 0.004
C 2.746 4.557 -1.537 -0.5 2.2 1.6 0.006
N 1.856 5.793 -5.011 0.5 3.0 0.3 0.000
O 2.315 4.901 -5.676 -0.5 -0.2 -0.2 0.000
O 1.450 6.911 -5.464 0.5 -2.9 0.8 0.000
H 2.253 5.516 0.312 -0.2 0.2 0.1 -0.004
H 1.087 7.504 -0.814 0.1 0.1 0.1 0.000
H 0.868 7.565 -3.159 -0.1 -0.2 -0.5 0.000
H 3.045 3.863 -3.523 0.4 0.1 -0.1 0.000
H 3.267 3.776 -1.003 -0.1 -0.3 -0.3 -0.009
C -2.926 -3.997 -3.508 0.4 -1.1 -0.4 -0.004
C -3.509 -5.091 -4.205 -0.2 1.0 0.5 -0.001
C -2.821 -6.267 -4.420 1.3 0.0 0.3 0.000
C -1.473 -6.354 -3.993 -0.9 2.5 -0.3 -0.001
C -0.840 -5.217 -3.433 -0.6 -1.7 -0.3 -0.004
C -1.590 -4.084 -3.165 0.3 -0.4 0.5 -0.035
N -0.709 -7.529 -4.260 2.6 -1.6 1.0 0.000
O 0.541 -7.434 -4.096 -2.8 -0.4 -0.8 0.000
O -1.299 -8.585 -4.504 0.7 1.3 -0.1 0.000
H -3.411 -3.100 -3.152 -0.6 0.0 -0.4 0.000
H -4.523 -5.033 -4.575 -0.1 0.1 0.1 0.000
H -3.267 -7.106 -4.934 0.0 0.0 0.0 0.000
H 0.192 -5.294 -3.121 0.1 0.1 -0.1 0.000
H -1.105 -3.355 -2.534 0.0 0.6 -0.2 0.042
C 3.101 -4.435 0.280 0.0 -0.8 0.3 -0.005
C 4.136 -5.152 -0.324 -1.0 0.5 0.0 0.002
C 3.829 -6.309 -1.064 1.1 1.0 0.1 0.000
C 2.535 -6.734 -1.174 -1.2 -0.4 1.2 0.001
C 1.491 -6.136 -0.409 1.4 0.5 -1.1 0.000
C 1.818 -4.959 0.255 -1.1 -0.6 -0.5 0.010
N 2.277 -8.004 -1.888 2.6 -0.4 -1.9 0.000
O 3.135 -8.429 -2.723 -1.7 1.3 2.0 0.000
O 1.280 -8.589 -1.608 -1.1 -0.6 0.3 0.000
H 3.223 -3.544 0.879 0.4 0.2 -0.2 -0.001
H 5.126 -4.728 -0.242 0.3 -0.4 -0.2 0.000
H 4.626 -6.833 -1.572 -0.1 -0.1 -0.1 0.000
H 0.447 -6.413 -0.421 0.1 -0.5 -0.2 0.000
H 0.958 -4.460 0.677 0.4 0.4 0.3 -0.006
```
Positions in Å, forces in eV/Å.

Calculated values
Orbital gap (spin up / spin down): 3.37 / 6.93 eV
E_HOMO (spin up / spin down): -0.111 / -0.241 Eh
Molecular weight: 1774.21 g/mol
Multiplicity: 2
LUMO level (spin up / spin down): 0.362 / 0.363 eV
Charge: -1
Expectation value of S²: 0.767

=====

Calculated total energy values, unit eV, following the record order: -6817.231; -83872.085; -224176.801.